Entry 1:
This record from the OMol25 dataset describes one molecule with the formula C7H10. The level of theory is ωB97M-V with the def2-TZVPD basis set.

Properties
Relative energy (zero: lowest compared OMol25 entry of this formula, charge and spin), eV: 2.771
SMILES: C[C@@]12CC=C[C@@H]1C2
HOMO energy, Eh: -0.30868
DFT total energy, Eh: -272.616171
2S+1: 1
Strongest force on any atom, eV/Å: 3.7
Kohn-Sham gap, Eh: 0.350

Last column: Mulliken charge in e.
Positions of all 17 atoms, in Å:
C -1.94 -0.14 0.47  -1.456
C -0.43 -0.13 0.24  0.888
C 0.21 -1.19 -0.63  -0.479
C 1.54 -0.53 -0.99  -0.690
C 1.37 0.81 -1.08  -0.554
C 0.22 1.19 -0.11  -0.239
C 0.45 0.46 1.34  -0.740
H -2.23 -1.00 1.10  0.301
H -2.23 0.79 0.97  0.410
H -2.47 -0.21 -0.50  0.339
H 0.24 -2.13 -0.07  0.341
H -0.36 -1.32 -1.58  0.265
H 2.48 -1.11 -1.05  0.329
H 1.95 1.52 -1.72  0.371
H -0.26 2.18 -0.09  0.388
H -0.20 0.58 2.28  0.304
H 1.66 0.24 1.42  0.221



Entry 2:
This record from the OMol25 dataset describes a 2-piece molecular cluster, C7H10 overall. The level of theory is ωB97M-V with the def2-TZVPD basis set.

Properties
Relative energy (zero: lowest compared OMol25 entry of this formula, charge and spin), eV: 5.859
HOMO energy, Eh: -0.29618
DFT total energy, Eh: -272.502697
2S+1: 1
Strongest force on any atom, eV/Å: 4.1
Kohn-Sham gap, Eh: 0.322

Last column: Mulliken charge in e.
Positions of all 17 atoms, in Å:
C -0.37 -1.88 -0.08  -1.368
C 0.61 -0.78 0.05  0.343
C 0.55 0.00 -2.04  -0.761
C 0.81 0.37 -0.79  -0.349
C -0.85 2.25 0.75  -0.785
C -0.46 1.27 1.46  0.438
C -0.05 0.19 2.01  -0.745
H -0.02 -2.64 -0.78  0.409
H -0.44 -2.35 0.90  0.376
H -1.34 -1.51 -0.39  0.345
H 1.60 -1.15 0.26  0.247
H 1.03 0.49 -2.86  0.277
H -0.28 -0.62 -2.37  0.262
H 1.59 1.07 -0.52  0.415
H -1.88 2.18 0.47  0.261
H -0.35 3.18 0.90  0.267
H -0.16 -0.05 3.03  0.368



Entry 3:
This record from the OMol25 dataset describes one molecule with the formula C7H10. The level of theory is ωB97M-V with the def2-TZVPD basis set.

Properties
Relative energy (zero: lowest compared OMol25 entry of this formula, charge and spin), eV: 3.325
SMILES: C=CC(=C)/C=C/C
HOMO energy, Eh: -0.32017
DFT total energy, Eh: -272.595792
2S+1: 1
Strongest force on any atom, eV/Å: 7.2
Kohn-Sham gap, Eh: 0.362

Last column: Mulliken charge in e.
Positions of all 17 atoms, in Å:
C -0.32 1.86 1.45  -0.518
C 0.61 1.48 0.59  -0.597
C 0.38 0.93 -0.75  0.361
C -0.02 1.69 -1.78  -0.849
C 0.38 -0.61 -0.75  -0.468
C -0.02 -1.30 0.32  0.250
C -0.13 -2.80 0.32  -1.313
H -0.48 2.34 2.32  0.450
H -1.37 1.92 0.82  0.181
H 1.64 1.41 0.90  0.318
H -0.18 2.71 -1.37  0.265
H -0.27 1.57 -2.79  0.387
H 1.01 -1.02 -1.55  0.277
H -0.38 -0.66 1.20  0.255
H 0.42 -3.30 -0.39  0.389
H -0.09 -3.21 1.35  0.320
H -1.17 -3.01 0.11  0.292



Entry 4:
This record from the OMol25 dataset describes one molecule with the formula C7H10. The level of theory is ωB97M-V with the def2-TZVPD basis set.

Properties
Relative energy (zero: lowest compared OMol25 entry of this formula, charge and spin), eV: 5.862
SMILES: C=C[C@H]1[C@H]2[C@@H](C)[C@@H]12
HOMO energy, Eh: -0.30093
DFT total energy, Eh: -272.502578
2S+1: 1
Strongest force on any atom, eV/Å: 2.7
Kohn-Sham gap, Eh: 0.339

Last column: Mulliken charge in e.
Positions of all 17 atoms, in Å:
C 1.29 1.05 -0.98  -0.820
C 1.39 0.99 0.35  -0.465
C 1.01 -0.20 0.93  0.149
C -0.09 -1.08 0.99  -0.603
C -1.10 -0.81 -0.01  0.454
C -1.80 0.49 -0.22  -1.389
C 0.28 -1.13 -0.46  -0.767
H 1.21 2.03 -1.38  0.321
H 1.69 0.45 -1.77  0.273
H 1.76 1.80 0.95  0.408
H 1.64 -0.42 1.76  0.392
H -0.02 -1.89 1.69  0.365
H -1.78 -1.66 -0.09  0.429
H -2.18 0.55 -1.24  0.289
H -2.67 0.56 0.45  0.367
H -1.15 1.34 -0.03  0.334
H 0.53 -2.06 -0.95  0.262



Entry 5:
This record from the OMol25 dataset describes one molecule with the formula C7H10. The level of theory is ωB97M-V with the def2-TZVPD basis set.

Properties
Relative energy (zero: lowest compared OMol25 entry of this formula, charge and spin), eV: 6.260
HOMO energy, Eh: -0.26301
DFT total energy, Eh: -272.487960
2S+1: 1
Strongest force on any atom, eV/Å: 0.5
Kohn-Sham gap, Eh: 0.301

Last column: Mulliken charge in e.
Positions of all 17 atoms, in Å:
C 1.31 -0.73 -0.30  -0.554
C 0.53 -1.97 0.01  -0.546
C -0.30 -0.83 0.44  -0.317
C -1.23 -0.19 -0.57  -0.449
C -0.75 1.24 -0.33  -0.306
C -0.57 1.57 1.13  -0.406
C 0.53 0.87 0.35  -0.320
H 1.39 -0.50 -1.36  0.276
H 2.23 -0.60 0.26  0.399
H 0.20 -2.51 -0.88  0.258
H 0.92 -2.63 0.79  0.231
H -1.08 -0.46 -1.64  0.228
H -2.27 -0.42 -0.29  0.326
H -0.86 2.04 -1.06  0.343
H -1.14 1.06 1.89  0.231
H -0.36 2.62 1.32  0.265
H 1.45 1.44 0.25  0.343



Entry 6:
This record from the OMol25 dataset describes C7H10 as an isolated structure. The level of theory is ωB97M-V with the def2-TZVPD basis set.

Properties
Relative energy (zero: lowest compared OMol25 entry of this formula, charge and spin), eV: 5.108
HOMO energy, Eh: -0.27938
DFT total energy, Eh: -272.530275
2S+1: 1
Strongest force on any atom, eV/Å: 1.0
Kohn-Sham gap, Eh: 0.315

Last column: Mulliken charge in e.
Positions of all 17 atoms, in Å:
C 1.69 -0.69 0.49  -1.242
C -0.28 -0.64 -1.53  -0.711
C -1.31 -1.02 -0.45  -0.375
C -1.55 0.46 -0.38  -0.483
C -0.35 1.12 0.19  0.010
C 0.68 0.37 1.06  -0.732
C -0.26 0.77 -1.27  -0.086
H 2.25 -0.95 1.39  0.397
H 1.36 -1.66 0.08  0.358
H 2.44 -0.31 -0.22  0.325
H -1.05 -1.56 0.46  0.286
H -2.06 -1.60 -0.99  0.303
H -2.49 0.98 -0.54  0.383
H -0.50 2.18 0.39  0.443
H 0.17 -0.08 1.93  0.329
H 1.33 1.16 1.45  0.400
H -0.07 1.49 -2.06  0.393



Entry 7:
This record from the OMol25 dataset describes one molecule with the formula C7H10. The level of theory is ωB97M-V with the def2-TZVPD basis set.

Properties
Relative energy (zero: lowest compared OMol25 entry of this formula, charge and spin), eV: 2.208
SMILES: C=C/C=C/CC=C
HOMO energy, Eh: -0.32648
DFT total energy, Eh: -272.636858
2S+1: 1
Strongest force on any atom, eV/Å: 1.5
Kohn-Sham gap, Eh: 0.368

Last column: Mulliken charge in e.
Positions of all 17 atoms, in Å:
C 1.70 -2.31 1.64  -0.697
C 0.93 -2.03 0.60  -0.311
C 0.46 -0.64 0.38  -0.301
C -0.79 -0.22 0.33  -0.181
C -1.18 1.24 0.25  -0.655
C -0.58 2.01 -0.93  -0.197
C -0.57 1.59 -2.17  -0.649
H 1.99 -1.52 2.33  0.267
H 2.01 -3.34 1.80  0.262
H 0.72 -2.81 -0.13  0.309
H 1.24 0.12 0.42  0.383
H -1.62 -0.92 0.28  0.325
H -0.82 1.76 1.14  0.292
H -2.26 1.34 0.28  0.358
H -0.07 2.92 -0.66  0.294
H -0.16 2.14 -3.01  0.254
H -1.01 0.67 -2.55  0.247



Entry 8:
This record from the OMol25 dataset describes one molecule with the formula C7H10. The level of theory is ωB97M-V with the def2-TZVPD basis set.

Properties
Relative energy (zero: lowest compared OMol25 entry of this formula, charge and spin), eV: 4.528
SMILES: C=C/C=C/CC=C
HOMO energy, Eh: -0.28660
DFT total energy, Eh: -272.551615
2S+1: 1
Strongest force on any atom, eV/Å: 3.5
Kohn-Sham gap, Eh: 0.294

Last column: Mulliken charge in e.
Positions of all 17 atoms, in Å:
C 2.50 -1.18 1.41  -0.742
C 1.29 -1.27 1.99  -0.211
C 0.11 -0.97 1.20  -0.225
C 0.04 -0.54 -0.11  -0.211
C -1.09 0.30 -0.63  -0.463
C -0.92 1.29 -1.74  -0.199
C -1.78 2.29 -1.97  -0.715
H 2.64 -1.49 0.39  0.231
H 3.45 -1.11 1.93  0.259
H 0.91 -1.68 2.92  0.314
H -0.89 -1.18 1.58  0.303
H 0.80 -0.79 -0.86  0.242
H -1.61 0.76 0.22  0.335
H -1.88 -0.46 -0.77  0.313
H -0.22 1.06 -2.55  0.267
H -1.44 3.32 -2.34  0.233
H -2.80 2.28 -1.52  0.268